[1]
Density functional theory data (the ωB97M-V functional and the def2-TZVPD basis) for a cluster of 4 separate species, C27H48Cl2N4O7 in total.

XYZ file:
```
88
Properties=species:S:1:pos:R:3:forces:R:3:mulliken_charge:R:1
C -2.529 -2.252 2.985 -0.58 0.50 -0.86 -0.235
C -4.149 3.999 -2.217 0.27 0.03 -0.05 -0.709
H -0.930 -3.121 -5.034 0.03 -0.01 -0.03 0.333
C 2.495 -0.982 5.264 -0.18 3.03 1.37 0.423
H -3.280 4.542 -2.605 -0.05 -0.14 -0.02 0.356
H 0.300 -0.789 2.628 0.37 -1.67 0.42 0.223
H 0.539 -3.062 1.187 -0.86 -0.01 1.65 0.213
H -4.728 2.862 1.034 0.02 0.03 -0.12 0.321
O -3.437 -1.254 2.387 1.17 0.44 0.91 -0.422
Cl 0.044 -3.372 7.532 1.60 0.50 0.01 -0.160
H -2.719 0.433 3.545 -0.19 -0.80 -1.43 0.251
H 1.106 -4.295 -4.000 0.10 0.11 0.01 0.430
C 1.174 -3.644 -4.879 0.06 0.26 -0.34 0.264
C 1.839 1.218 -2.197 0.04 -0.19 0.29 -0.182
C 2.733 -2.286 4.369 -0.04 -0.68 0.89 0.420
H 3.907 1.169 -1.650 -0.15 -0.03 0.05 0.435
H 1.753 2.923 6.724 0.25 -1.84 -0.43 0.346
H -1.985 -1.720 3.837 -0.55 -1.00 -1.03 0.181
O 0.697 2.071 -2.242 0.16 -0.21 -0.25 -0.269
H -3.581 0.831 1.974 1.19 -1.53 0.55 -0.160
H 1.288 0.188 -6.555 0.06 -0.05 0.11 0.283
C 1.562 -2.238 -4.376 0.25 -0.12 0.10 -0.551
H 1.101 3.741 -3.387 0.09 0.00 -0.24 0.272
H 0.679 -1.402 -6.993 -0.25 0.05 0.01 0.282
H -1.742 -2.112 0.874 0.44 -0.75 1.54 0.307
N 3.043 2.837 -0.741 -0.26 -0.18 0.10 -0.730
C 1.993 1.663 4.766 0.99 -3.58 2.86 -0.734
H 3.078 -4.263 -5.266 -0.10 -0.13 -0.04 0.279
H -0.532 -4.730 -5.643 0.10 0.10 0.01 0.351
O 2.520 -4.384 7.309 -3.60 4.62 1.09 -0.433
H -5.837 3.619 -0.113 0.02 -0.04 0.01 0.394
C 0.932 -0.761 -6.147 0.33 0.07 -0.19 -0.729
H -1.999 -3.821 1.493 0.71 1.72 0.34 0.284
H -0.140 -3.321 -6.605 0.09 0.02 0.12 0.292
C 2.284 0.219 4.287 0.21 0.41 2.71 0.290
C -4.983 2.943 -0.027 -0.13 0.02 0.26 -1.555
N 2.124 -1.858 3.075 0.70 0.39 -0.73 0.048
C 1.865 -3.327 7.523 4.04 -3.80 -0.86 0.420
C -0.179 -3.697 -5.581 -0.27 -0.17 -0.01 -1.398
Cl 2.062 1.062 9.107 0.15 -0.73 -2.44 -0.213
H -5.997 2.034 -4.069 0.09 0.11 0.01 0.255
H 2.507 -1.679 8.907 0.11 -0.35 -1.88 0.387
N 2.199 -4.196 -5.776 0.15 0.22 0.18 -0.742
H 3.838 -2.254 7.767 -1.95 -0.06 -0.09 0.297
H 2.228 3.429 -0.905 0.20 -0.01 -0.03 0.351
H -3.219 -3.079 3.389 1.23 1.25 -0.53 0.292
C 3.724 2.729 -3.078 0.26 0.04 -0.18 -1.454
H -1.928 2.792 -1.323 0.06 -0.11 0.19 0.073
H -4.970 4.725 -2.171 -0.13 -0.10 0.06 0.435
H 2.387 -3.491 -6.490 -0.10 -0.17 0.04 0.328
H -3.366 4.301 -0.249 0.03 0.01 -0.14 0.378
H -5.301 1.948 -0.346 0.08 0.10 -0.07 0.321
H 3.648 2.155 -4.006 -0.01 0.02 0.03 0.298
H 2.422 -2.346 -3.706 -0.01 0.04 -0.15 0.320
C 2.456 -0.799 6.802 -0.70 2.51 -1.68 0.209
H 1.873 2.508 4.014 0.15 -1.28 1.32 0.399
C 3.169 1.940 -1.897 -0.30 0.28 -0.07 0.285
H 2.778 2.283 0.073 0.19 0.01 -0.02 0.222
H 1.646 0.516 -1.377 -0.04 0.16 -0.01 0.309
O 2.818 0.064 1.738 -1.66 -1.62 4.25 -0.557
H 4.780 2.961 -2.915 -0.12 -0.03 0.04 0.373
H 0.078 -4.034 2.674 -0.04 1.57 -0.32 0.292
N -2.768 2.407 -0.893 0.02 0.22 -0.25 -0.448
H 0.760 -1.789 -3.777 -0.13 0.01 -0.11 0.366
C -2.859 0.065 2.456 -0.15 1.21 0.21 -0.034
C 2.156 0.658 7.314 0.05 0.08 -3.47 0.082
C -1.586 -2.780 1.794 -0.19 -1.00 0.56 -0.498
C 2.459 -0.419 2.832 1.08 0.89 -0.65 0.153
C -3.787 3.464 -0.817 -0.13 -0.35 -0.25 0.378
O 3.260 -3.382 4.629 -2.17 4.39 -1.04 -0.537
H -1.835 0.153 1.941 -1.44 -0.27 0.51 0.077
C -0.045 -3.009 2.187 0.49 0.35 -1.44 -0.781
H -3.094 1.721 -1.575 0.03 0.03 0.20 0.303
H 3.216 3.685 -3.225 -0.04 -0.12 0.07 0.309
H 1.905 0.615 -3.110 0.04 0.13 -0.14 -0.006
H 0.048 -0.564 -5.534 -0.03 -0.10 0.01 0.304
H -6.474 3.158 -2.783 0.04 0.00 0.09 0.305
O 1.987 -1.338 -5.397 -0.29 -0.06 0.34 -0.426
H -5.710 1.579 -2.395 -0.22 0.05 0.10 0.245
O -4.428 2.992 -3.186 -0.14 0.36 0.25 -0.369
C 2.713 -2.004 7.816 -0.31 0.97 0.09 -0.452
C -5.723 2.423 -3.086 0.21 -0.25 -0.23 -0.674
C 0.623 -1.822 3.031 -1.96 -0.87 0.70 -0.111
H -0.502 3.042 -3.576 0.01 -0.11 0.04 0.202
C 1.935 1.869 6.328 0.69 -3.19 -1.72 -0.450
C 0.556 2.798 -3.450 -0.23 0.16 0.30 -0.602
H 0.883 2.222 -4.320 0.09 0.01 0.02 0.206
H 0.172 -1.880 4.100 0.92 0.26 -1.50 0.169
```
Positions in Å, forces in eV/Å.

## Properties
Charge: 0
2S+1: 1
E_HOMO (eV): -9.10
LUMO energy (hartree): -0.04852
SMILES: COCCCCN1C(=O)c2ccc(Cl)c(CC(=O)Cl)c2C1=O.COC[C@@H](C)N.COC[C@@H](C)N.COC[C@@H](C)N
Orbital gap (eV): 7.78

=====

[2]
Density functional theory data (the ωB97M-V functional and the def2-TZVPD basis) for a cluster of 2 separate species, C27H48ClIN4O2P in total.

XYZ file:
```
84
Properties=species:S:1:pos:R:3:forces:R:3:mulliken_charge:R:1
H 4.295 -7.180 -0.030 0.11 -0.01 0.06 0.320
H 3.241 1.060 1.159 0.51 -0.32 -0.71 0.099
H -0.371 6.563 3.153 -0.16 -0.67 -0.48 0.341
H 3.112 -1.510 3.246 -0.52 0.72 -0.35 0.333
H 0.236 2.290 -2.338 -0.05 -0.83 -0.31 0.030
C 2.739 1.983 -3.001 1.13 -0.62 -0.52 -0.594
H 2.989 -5.721 2.328 -0.03 0.05 -0.04 0.288
H -0.040 4.790 3.138 -0.58 0.40 -0.30 0.291
P -0.923 5.623 0.972 1.38 0.96 -0.52 0.086
C -0.910 0.361 -0.745 -0.60 -0.12 0.30 -0.087
C -3.164 1.739 -0.417 2.80 -0.55 0.09 -0.102
C -4.794 1.971 2.465 0.11 -0.04 -0.69 -0.933
H -7.137 1.502 2.242 -0.12 0.21 -0.18 0.276
O 1.290 -3.163 2.015 -0.71 -0.05 -0.60 -0.274
C 0.339 -3.450 0.975 0.20 0.79 -0.23 -0.332
C 3.108 -5.942 1.266 0.01 0.02 -0.07 -0.903
H 4.701 1.180 -2.197 -0.82 0.14 0.04 0.409
H 3.949 -7.895 1.536 0.15 0.01 -0.01 0.342
N 6.413 -4.341 0.352 -0.10 -0.07 0.01 -0.436
H 2.253 0.031 2.793 0.20 -0.63 -0.25 0.451
O -1.884 6.967 0.685 -0.11 -1.59 0.21 -0.480
C -4.249 0.437 -2.427 -1.10 -1.13 0.14 0.154
H -5.343 0.603 -2.577 0.96 0.26 0.03 0.609
H -1.504 -0.538 -0.437 0.41 0.81 -0.10 0.377
H -3.436 -0.404 -0.571 -0.32 0.91 -0.13 0.325
H -1.755 5.456 3.348 0.78 -0.15 -0.32 0.299
N -3.150 4.030 0.343 1.67 0.31 0.30 -1.393
H -5.616 2.529 -0.984 0.41 0.04 0.65 0.226
H -4.214 2.861 2.791 -0.11 -0.64 -0.37 0.184
C 6.051 -5.291 0.888 0.08 0.09 0.13 0.269
H -5.376 1.620 3.348 0.17 0.37 -0.82 0.479
C -1.057 2.858 0.083 -0.44 -0.45 -0.33 -0.220
H 3.291 -0.660 -1.450 -0.42 0.72 0.39 0.556
H 4.136 -1.772 1.214 -0.83 0.25 -0.09 0.381
C 3.085 0.324 -0.959 0.78 0.67 -0.01 0.319
H 0.476 -2.631 0.217 -0.25 -0.95 0.12 0.010
C 3.226 -1.141 1.106 -0.31 0.94 0.18 -0.305
I 1.079 2.996 0.319 -1.21 -0.16 0.11 0.261
C 1.643 0.965 -3.472 -0.90 1.36 -0.65 -1.002
C -5.193 2.947 -0.050 -0.95 0.73 1.02 -0.875
H 3.852 2.346 -1.162 0.03 -0.65 -0.53 0.151
H -4.983 0.441 -0.357 0.66 0.22 -0.24 0.410
H -3.892 -1.764 -2.138 0.12 0.69 -0.59 0.347
H -4.132 1.112 2.186 -0.14 0.86 0.29 0.181
N -6.956 1.934 1.335 0.28 0.21 -0.97 -0.681
C -1.688 1.642 -0.377 -0.74 1.72 0.56 1.171
C 0.182 1.366 -2.961 -0.06 -0.48 -0.48 -0.440
H 2.523 -1.634 0.393 0.70 0.24 0.39 -0.004
H -0.723 -3.380 1.316 0.67 -0.16 0.08 0.276
C 3.667 0.267 0.495 -0.59 -1.38 -0.14 -0.314
C -5.739 2.269 1.242 0.21 -0.73 1.60 0.731
H -3.106 -1.077 -3.642 -0.49 0.03 0.60 0.325
H 0.721 -1.922 3.550 0.44 0.27 -0.71 0.311
H 3.317 -5.006 0.743 0.00 0.01 0.07 0.259
C 4.219 -6.960 1.038 -0.37 0.05 -0.05 -0.572
C 2.465 -1.015 2.479 0.13 -1.54 0.23 -0.761
C -1.819 4.057 0.420 -0.41 -1.33 0.58 0.269
Cl -3.406 1.715 -3.388 -0.36 -0.38 0.38 -0.123
H -1.814 7.124 -0.272 -0.04 0.25 0.37 0.350
C -0.597 0.182 -2.273 0.74 0.14 -0.14 0.080
C -3.999 0.513 -0.865 0.52 0.33 0.01 -1.335
H -0.003 0.338 -0.093 -0.50 0.08 -0.77 -0.384
H 5.498 -6.294 2.649 0.04 0.14 -0.06 0.278
C -3.988 -1.024 -2.971 -0.34 0.02 -0.25 -1.276
C 1.122 -1.832 2.506 -0.23 0.49 0.48 -0.314
H 4.777 0.314 0.504 -0.71 0.26 -0.09 0.344
H -1.514 -0.046 -2.861 0.62 0.29 0.77 -0.799
C 3.683 1.470 -1.848 -0.29 0.52 0.97 -0.889
H 2.322 2.984 -2.731 -0.01 -0.91 -0.19 0.307
H 0.506 -4.457 0.531 0.14 0.81 0.47 0.218
N -3.697 2.912 -0.037 -2.50 -1.62 -1.37 1.402
H -5.539 4.008 0.004 0.68 -0.71 -0.12 0.422
H 1.993 0.511 -0.865 0.58 -0.54 -0.19 -0.615
H 3.398 2.179 -3.885 -0.51 -0.04 0.71 0.308
H 1.886 -0.100 -3.280 -0.06 0.74 0.15 0.464
H -0.423 1.662 -3.856 0.52 -0.16 0.70 0.462
C -0.769 5.571 2.835 -0.99 0.26 0.00 -0.910
H 0.314 -1.316 1.922 0.69 -0.22 0.24 -0.022
H -4.862 -1.377 -3.571 0.66 0.46 0.39 0.355
C 5.572 -6.490 1.577 -0.04 -0.37 -0.07 -0.467
H 1.580 1.069 -4.585 0.18 -0.28 0.85 0.486
H 0.048 -0.725 -2.375 -0.55 0.55 0.30 0.598
H 2.158 -6.326 0.891 0.02 0.00 0.04 0.311
H 6.305 -7.290 1.451 0.09 0.14 -0.01 0.310
```
Positions in Å, forces in eV/Å.

## Properties
Charge: +1
2S+1: 1
E_HOMO (eV): -11.25
LUMO energy (hartree): -0.15280
Orbital gap (eV): 7.09

=====

[3]
Density functional theory data (the ωB97M-V functional and the def2-TZVPD basis) for a structure of composition C27H48ClOPRe.

XYZ file:
```
79
Properties=species:S:1:pos:R:3:forces:R:3:mulliken_spin:R:1
H 3.889 1.811 2.999 0.11 0.10 -0.22 0.000
C 4.324 1.436 0.913 0.26 0.14 -0.24 -0.015
H -2.630 -0.423 0.956 0.12 0.20 -0.15 0.014
H 0.962 3.117 4.776 -0.20 -0.12 0.12 0.003
H -1.846 -4.650 1.413 0.02 0.02 -0.12 0.001
C 0.191 -0.330 -1.712 0.07 -0.15 0.67 -0.018
C -2.185 0.143 0.121 0.36 -1.00 -0.41 0.022
C -1.726 -3.094 -0.067 -0.02 -0.08 -0.24 0.007
H -0.450 -2.311 -2.396 -0.01 0.37 -0.17 -0.001
H -2.594 -5.069 -0.128 0.10 0.04 0.13 0.000
H 4.920 0.542 1.145 -0.09 0.07 -0.13 0.007
C 2.425 -0.190 1.091 -1.80 -1.42 1.77 -0.121
C -0.449 -5.336 -0.080 -0.01 0.05 -0.18 0.000
H -0.398 -2.433 1.481 0.02 -0.06 -0.32 0.000
H -0.933 1.423 -2.312 0.24 -0.10 -0.06 0.003
H -3.846 1.585 1.824 0.06 0.04 -0.12 0.001
Cl -1.168 -0.522 3.202 -0.76 -0.35 0.64 0.099
H 0.832 -3.053 -1.269 0.01 -0.09 0.25 0.001
C -1.723 -4.580 0.323 0.05 0.05 0.25 -0.001
C -3.554 2.092 0.894 0.19 -0.07 0.21 0.030
C 0.808 -3.112 -0.171 0.12 0.02 -0.13 0.008
C 0.842 -4.582 0.258 -0.12 0.06 0.17 0.001
C 3.494 3.612 1.866 0.29 0.17 0.01 -0.003
H -5.595 1.970 0.195 0.14 0.04 -0.07 -0.001
C 0.321 0.263 -4.629 -0.13 0.02 0.04 0.000
C 0.330 2.269 4.471 0.26 0.56 1.08 0.078
C -0.467 -1.269 -2.735 -0.21 -0.04 -0.12 0.007
C 0.822 1.262 -3.579 0.02 -0.10 0.01 -0.001
H 3.579 4.280 2.732 -0.04 -0.05 -0.17 0.002
H 2.875 -0.460 2.065 -0.08 0.18 -0.48 -0.023
H 1.015 -4.625 1.342 -0.03 0.02 -0.12 0.000
H 1.398 3.628 2.417 0.14 -0.16 -0.06 -0.001
H 1.722 -2.628 0.183 -0.24 -0.23 -0.06 0.000
H 1.697 -5.073 -0.222 -0.12 0.04 0.13 0.000
C 1.627 2.024 0.946 2.26 0.13 -0.98 -0.016
H -1.778 2.213 -0.338 0.15 -0.07 0.28 0.001
H -5.131 0.302 -1.672 0.00 0.02 0.17 0.000
H 0.679 2.288 -3.941 0.10 -0.16 0.01 0.000
H 1.066 2.187 0.018 0.24 0.17 0.18 -0.011
H 0.986 0.287 -5.499 -0.14 0.02 0.06 0.000
C -4.506 0.377 -0.774 -0.07 -0.03 0.07 0.001
P -0.413 -0.507 0.080 -1.65 -1.91 -2.62 -0.160
C 1.175 1.252 3.774 0.67 -1.32 -0.85 -0.070
C 2.942 1.006 0.453 -1.96 2.81 0.18 0.017
H -1.525 -0.998 -2.852 0.31 -0.05 -0.04 0.002
C 0.233 -1.173 -4.097 0.13 0.05 0.07 0.001
H -2.699 0.550 -1.953 -0.12 -0.13 0.18 0.000
H 5.335 2.626 2.386 -0.21 -0.05 0.00 0.000
H 2.854 0.986 -0.641 0.21 -0.19 0.19 0.002
H -1.844 -3.008 -1.159 0.01 -0.06 0.27 -0.002
C -0.434 -2.393 0.377 -0.23 0.59 0.21 0.012
C 2.011 3.386 1.539 -0.34 0.44 -0.21 0.082
H -4.452 2.519 -1.022 0.04 -0.07 0.07 0.001
C -4.587 1.801 -0.202 0.09 0.04 -0.21 0.004
C -3.076 -0.056 -1.117 -0.17 0.12 0.23 0.011
H -2.601 -2.604 0.383 0.20 -0.13 -0.08 -0.001
H 0.587 1.806 -1.514 -0.16 -0.21 -0.28 0.001
H -3.078 -1.105 -1.446 0.00 0.33 0.14 0.000
H -1.435 1.785 1.382 -0.80 0.22 -0.66 0.034
H 4.824 1.940 0.073 0.03 0.07 0.22 -0.002
H -0.476 2.645 3.826 0.16 -0.10 0.12 -0.023
H -0.120 1.802 5.358 0.09 0.20 -0.12 0.000
H 2.345 -1.061 0.435 -0.05 0.27 0.37 0.038
H -0.670 0.580 -4.983 0.07 -0.05 0.08 0.000
C 4.302 2.349 2.133 -0.01 -0.10 0.20 0.001
H -0.302 -1.804 -4.818 0.14 0.08 0.08 0.000
C 0.119 1.113 -2.223 0.06 0.19 -0.04 0.018
H 1.903 1.121 -3.433 -0.14 0.02 0.02 0.000
H 1.255 -0.616 -1.617 -0.19 0.11 -0.12 -0.008
H -0.435 -6.310 0.423 -0.03 0.09 -0.14 0.000
H -4.917 -0.327 -0.037 0.07 0.05 -0.09 -0.001
H 3.960 4.143 1.022 0.00 -0.09 0.13 0.001
Re 0.381 0.692 1.918 3.64 -0.74 -0.19 2.829
H -3.532 3.167 1.109 -0.07 -0.15 0.00 0.000
H 1.722 4.141 0.795 0.04 0.05 0.19 -0.004
H -0.473 -5.543 -1.158 0.00 0.08 0.08 0.000
O 2.187 0.697 4.186 -0.51 0.97 0.86 0.043
C -2.139 1.616 0.513 -0.44 0.33 0.10 0.103
H 1.247 -1.584 -4.000 -0.10 0.03 0.00 0.000
```
Positions in Å, forces in eV/Å.

## Properties
Charge: 0
2S+1: 4
⟨S²⟩: 3.82
E_HOMO (spin up / spin down) (eV): -7.11 / -7.03
LUMO energy (spin up / spin down) (hartree): 0.01178 / -0.01469
Orbital gap (spin up / spin down) (eV): 7.43 / 6.63